Run a
129
Properties=species:S:1:pos:R:3:mulliken_charge:R:1 method="wB97M-V/def2-TZVPD" s_squared=0.76 homo_lumo_gap_ev="8.67 / 8.34" multiplicity=2 total_charge=+1
Mn -0.228 -0.265 0.103 -0.89
C 2.860 -0.469 1.858 -0.91
C 2.191 0.445 2.862 0.55
C 2.652 1.896 2.648 -1.33
C 0.695 0.365 3.020 -0.72
C 0.031 0.777 4.176 -1.06
C -1.321 0.704 3.884 0.29
C -2.423 1.161 4.801 0.06
C -3.440 0.077 5.175 -1.36
C -3.099 2.430 4.264 -1.33
N -1.430 0.236 2.627 0.23
N -0.198 0.012 2.094 0.82
B -2.701 0.097 1.731 0.87
N -2.744 -1.303 1.102 0.99
N -1.763 -1.727 0.254 -0.33
C -2.154 -2.913 -0.223 -0.64
C -3.385 -3.260 0.341 -0.83
C -3.726 -2.220 1.184 0.47
C -4.897 -2.168 2.125 1.42
C -4.580 -3.015 3.365 -1.67
C -6.178 -2.650 1.443 -1.76
C -1.404 -3.759 -1.211 2.26
C -2.102 -3.731 -2.575 -1.60
C -1.311 -5.210 -0.711 -1.89
N -2.633 1.210 0.633 1.37
N -1.396 1.541 0.154 -0.01
C -1.493 2.729 -0.431 -0.16
C -2.816 3.169 -0.353 -1.38
C -3.518 2.179 0.312 -0.01
C -5.025 2.191 0.417 0.33
C -5.596 1.801 -0.958 -1.62
C -5.700 1.351 1.496 -1.48
C -0.363 3.473 -1.092 0.27
C 1.020 3.008 -0.623 -1.39
C -0.518 3.414 -2.623 -1.55
H 3.936 -0.356 1.983 -0.08
H 2.671 0.774 0.278 -0.10
H 2.592 -1.503 2.017 0.36
H 2.601 0.106 3.816 0.73
H 2.403 2.249 1.645 0.06
H 3.731 1.984 2.794 0.24
H 2.150 2.555 3.353 0.54
H 0.476 1.109 5.103 0.58
H -1.909 1.437 5.723 0.46
H -4.091 -0.179 4.338 0.07
H -4.069 0.437 5.992 0.50
H -2.936 -0.832 5.512 0.34
H -3.596 2.242 3.312 0.14
H -2.364 3.223 4.110 0.33
H -3.843 2.787 4.980 0.44
H -3.658 0.257 2.404 -0.97
H -3.948 -4.161 0.148 0.53
H -5.050 -1.143 2.455 -0.63
H -4.409 -4.056 3.082 0.34
H -5.413 -2.982 4.073 0.43
H -3.685 -2.644 3.870 0.33
H -6.096 -3.699 1.151 0.39
H -6.390 -2.064 0.546 0.34
H -7.024 -2.555 2.126 0.43
H -0.404 -3.350 -1.333 -0.86
H -3.123 -4.108 -2.485 0.40
H -1.564 -4.366 -3.285 0.43
H -2.142 -2.720 -2.982 0.31
H -2.262 -5.725 -0.858 0.43
H -1.076 -5.259 0.353 0.37
H -0.548 -5.759 -1.269 0.43
H -3.215 4.096 -0.742 0.64
H -5.286 3.236 0.600 0.57
H -5.308 0.776 -1.211 0.30
H -5.222 2.462 -1.740 0.42
H -6.687 1.860 -0.945 0.46
H -5.567 0.285 1.303 0.24
H -6.771 1.560 1.474 0.57
H -5.338 1.582 2.499 0.15
H -0.473 4.516 -0.791 0.64
H 1.028 1.927 -0.469 -0.09
H 1.286 3.495 0.316 0.50
H 1.782 3.250 -1.366 0.51
H -0.651 2.387 -2.960 0.18
H 0.359 3.837 -3.118 0.45
H -1.393 3.986 -2.938 0.42
C 6.339 1.142 1.698 -1.69
C 6.452 0.166 0.538 1.62
C 7.373 0.729 -0.531 -1.55
C 6.920 -1.200 1.007 -1.57
O 5.095 0.060 -0.008 0.89
Si 4.087 -1.002 -0.623 -1.68
O 2.559 -0.185 0.429 0.91
O 4.134 -2.413 0.094 0.47
C 3.526 -3.729 -0.100 1.89
C 4.118 -4.611 0.986 -1.93
C 2.013 -3.632 0.043 -1.43
C 3.901 -4.236 -1.487 -1.61
O 3.612 -0.933 -2.120 0.46
C 4.117 -0.364 -3.391 1.59
C 4.357 1.128 -3.208 -1.17
C 5.391 -1.109 -3.743 -1.42
C 3.047 -0.628 -4.434 -1.40
H 7.326 1.330 2.119 0.55
H 5.702 0.740 2.490 0.36
H 5.922 2.090 1.352 0.35
H 8.351 0.936 -0.095 0.48
H 6.968 1.658 -0.936 0.31
H 7.511 0.018 -1.343 0.28
H 7.927 -1.120 1.417 0.56
H 6.945 -1.907 0.172 0.28
H 6.259 -1.600 1.778 0.22
H 3.923 -4.190 1.974 0.38
H 5.197 -4.708 0.853 0.36
H 3.664 -5.602 0.934 0.40
H 1.694 -3.584 1.085 0.39
H 1.566 -4.519 -0.397 0.86
H 1.621 -2.764 -0.492 -0.22
H 4.985 -4.195 -1.625 0.41
H 3.419 -3.631 -2.260 0.15
H 3.578 -5.271 -1.599 0.53
H 4.995 1.313 -2.338 -0.01
H 3.408 1.648 -3.072 0.14
H 4.855 1.533 -4.090 0.55
H 6.177 -0.906 -3.016 0.10
H 5.741 -0.783 -4.723 0.50
H 5.210 -2.185 -3.779 0.25
H 2.075 -0.314 -4.064 0.01
H 3.005 -1.689 -4.690 0.34
H 3.275 -0.060 -5.337 0.44
F 0.097 -1.529 -2.492 -0.19
C -0.125 -0.337 -1.836 1.02
F -1.125 0.233 -2.562 -0.38
F 1.036 0.450 -2.172 -0.12

Run b
129
Properties=species:S:1:pos:R:3:mulliken_charge:R:1 method="wB97M-V/def2-TZVPD" s_squared=0.81 homo_lumo_gap_ev="6.40 / 7.20" multiplicity=2 total_charge=+1
Mn -0.005 -0.476 -0.625 0.11
C 3.304 -1.451 0.862 -0.68
C 3.763 -1.792 -0.534 0.81
C 5.092 -1.096 -0.864 -1.64
C 2.783 -1.473 -1.608 -0.67
C 2.822 -1.955 -2.909 -1.20
C 1.688 -1.526 -3.550 -0.07
C 1.265 -1.944 -4.929 0.18
C 1.582 -0.904 -6.010 -1.18
C -0.173 -2.462 -4.952 -1.08
N 1.022 -0.701 -2.692 1.09
N 1.718 -0.673 -1.476 0.07
B -0.024 0.464 -3.079 1.17
N -1.493 0.041 -2.669 1.12
N -1.767 -0.469 -1.396 0.44
C -3.071 -0.839 -1.379 -0.50
C -3.621 -0.491 -2.596 -1.23
C -2.625 0.057 -3.389 0.23
C -2.866 0.736 -4.719 0.18
C -2.480 2.214 -4.660 -1.14
C -2.295 0.054 -5.960 -1.58
C -3.865 -1.435 -0.251 0.20
C -3.323 -1.119 1.128 -0.53
C -4.070 -2.939 -0.481 -1.54
N 0.382 1.705 -2.259 0.82
N 0.083 1.551 -0.918 0.19
C 0.244 2.756 -0.352 -0.40
C 0.721 3.648 -1.307 -0.82
C 0.805 2.963 -2.500 -0.34
C 1.340 3.544 -3.795 0.36
C 1.702 2.541 -4.885 -1.24
C 0.441 4.662 -4.335 -1.36
C -0.207 3.110 1.029 2.82
C -1.596 3.755 0.908 -1.67
C 0.780 4.057 1.696 -1.77
H 4.062 -1.789 1.566 0.71
H 2.364 -1.934 1.125 -0.44
H 3.183 -0.374 0.986 0.03
H 3.918 -2.872 -0.591 0.48
H 4.995 -0.015 -0.723 0.34
H 5.411 -1.279 -1.892 0.45
H 5.877 -1.458 -0.197 0.42
H 3.572 -2.616 -3.321 0.68
H 1.913 -2.797 -5.135 0.66
H 0.933 -0.035 -5.958 -0.09
H 1.451 -1.362 -6.993 0.48
H 2.615 -0.555 -5.937 0.38
H -0.872 -1.745 -4.523 -0.02
H -0.264 -3.387 -4.380 0.26
H -0.481 -2.662 -5.980 0.45
H -0.014 0.627 -4.247 -0.91
H -4.663 -0.596 -2.864 0.68
H -3.951 0.692 -4.814 0.60
H -1.398 2.327 -4.620 -0.23
H -2.906 2.714 -3.785 0.44
H -2.838 2.730 -5.554 0.55
H -1.209 0.137 -6.005 0.16
H -2.703 0.541 -6.848 0.56
H -2.560 -1.004 -6.008 0.38
H -4.843 -0.961 -0.346 0.71
H -2.344 -1.560 1.278 -0.77
H -3.988 -1.525 1.895 0.52
H -3.226 -0.048 1.297 0.18
H -3.130 -3.487 -0.387 0.19
H -4.486 -3.142 -1.471 0.44
H -4.769 -3.326 0.264 0.46
H 0.973 4.688 -1.155 0.59
H 2.270 4.022 -3.483 0.73
H 0.819 2.175 -5.411 0.01
H 2.251 1.680 -4.491 0.15
H 2.337 3.031 -5.626 0.58
H -0.541 4.282 -4.617 0.17
H 0.898 5.109 -5.221 0.44
H 0.295 5.452 -3.596 0.41
H -0.301 2.202 1.617 -1.15
H -1.547 4.662 0.300 0.39
H -1.979 4.032 1.890 0.49
H -2.311 3.072 0.441 0.28
H 0.855 4.999 1.144 0.40
H 1.777 3.616 1.755 0.34
H 0.449 4.294 2.709 0.45
C 2.263 2.251 4.771 -1.58
C 2.252 0.798 4.342 1.81
C 3.612 0.426 3.800 -1.67
C 1.927 -0.072 5.548 -1.77
O 1.249 0.648 3.282 1.21
Si 0.122 -0.413 2.768 -2.70
O 0.075 -0.460 1.070 -1.19
O 0.460 -1.816 3.473 0.61
C 0.175 -3.227 3.652 2.17
C 1.086 -4.017 2.734 -1.42
C 0.508 -3.530 5.100 -1.88
C -1.290 -3.529 3.378 -1.17
O -1.364 0.151 3.093 1.54
C -1.993 0.596 4.328 1.67
C -3.485 0.615 4.078 -1.82
C -1.497 1.999 4.646 -1.07
C -1.679 -0.358 5.471 -1.30
H 3.069 2.409 5.491 0.45
H 1.326 2.534 5.255 0.38
H 2.433 2.906 3.921 0.22
H 4.377 0.641 4.550 0.58
H 3.842 0.997 2.896 0.23
H 3.652 -0.639 3.574 0.21
H 2.731 0.035 6.281 0.58
H 1.842 -1.123 5.278 0.14
H 1.000 0.244 6.031 0.32
H 2.131 -3.846 3.010 0.28
H 0.949 -3.728 1.693 0.21
H 0.878 -5.087 2.817 0.48
H 1.558 -3.310 5.305 0.36
H 0.333 -4.587 5.315 0.48
H -0.113 -2.933 5.772 0.28
H -1.574 -3.261 2.361 0.04
H -1.937 -2.989 4.069 0.13
H -1.472 -4.598 3.509 0.56
H -3.715 1.203 3.185 0.32
H -3.989 1.076 4.931 0.42
H -3.882 -0.395 3.950 0.27
H -1.978 2.729 3.995 0.29
H -0.418 2.070 4.506 -0.28
H -1.733 2.264 5.680 0.42
H -2.012 -1.367 5.232 0.10
H -2.202 -0.030 6.371 0.62
H -0.610 -0.400 5.694 -0.22
F 0.995 -3.140 -0.509 -0.28
C -0.177 -2.503 -0.692 0.35
F -1.016 -2.959 0.248 -0.28
F -0.656 -2.941 -1.881 -0.22

Stability order, top to bottom: run b, run a

Run a
8
Properties=species:S:1:pos:R:3:nbo_charge:R:1 method="wB97M-V/def2-TZVPD" homo_lumo_gap_ev=9.42 total_charge=+1
C 1.460 -0.249 -0.083 0.36
C -1.434 0.267 -0.035 -0.02
O 0.708 0.628 0.062 -0.41
H 2.621 -0.015 -0.034 0.18
H 1.378 -1.275 0.042 0.17
H -1.916 1.098 0.581 0.26
H -1.417 0.169 -1.154 0.25
H -1.401 -0.623 0.621 0.22

Run b
8
Properties=species:S:1:pos:R:3:nbo_charge:R:1 method="wB97M-V/def2-TZVPD" homo_lumo_gap_ev="11.16 / 8.31" total_charge=+1
C -0.914 1.610 -0.216 0.22
C 0.642 -1.046 0.199 -0.33
O -0.367 -0.380 -0.386 -0.20
H -2.047 1.379 -0.090 0.26
H -0.158 2.301 -0.369 0.20
H 0.339 -2.088 0.487 0.30
H 1.306 -1.373 -0.615 0.32
H 1.198 -0.402 0.989 0.24

Stability order, top to bottom: run a, run b

Run a
23
Properties=species:S:1:pos:R:3:nbo_charge:R:1 method="wB97M-V/def2-TZVPD" smiles="C=C1C[N+](=C)[C@H]1C(C)C" homo_lumo_gap_ev=9.31 total_charge=+1
C 0.625 -2.544 0.297 -0.35
C 1.027 -1.312 0.170 -0.01
C 2.312 -0.499 -0.139 -0.28
N 1.554 0.742 0.240 -0.23
C 1.889 1.939 0.032 0.10
C 0.369 0.090 0.770 -0.07
C -1.009 0.620 0.184 -0.21
C -1.085 0.875 -1.335 -0.64
C -2.055 -0.361 0.878 -0.59
H -0.272 -2.875 0.795 0.23
H 1.137 -3.381 -0.135 0.23
H 3.229 -0.975 0.381 0.28
H 2.599 -0.386 -1.195 0.24
H 1.263 2.750 0.406 0.23
H 2.866 2.180 -0.451 0.24
H 0.495 0.065 1.921 0.26
H -1.038 1.592 0.680 0.20
H -1.104 -0.010 -2.048 0.24
H -0.172 1.352 -1.671 0.20
H -1.984 1.628 -1.470 0.25
H -1.911 -1.317 0.559 0.21
H -3.010 0.043 0.589 0.23
H -1.890 -0.450 1.920 0.22

Run b
23
Properties=species:S:1:pos:R:3:nbo_charge:R:1 method="wB97M-V/def2-TZVPD" smiles="C[C@H]1[C@H]2CC2=C[C@@]1(C)[NH3+]" homo_lumo_gap_ev=9.33 total_charge=+1
C 0.571 1.843 0.053 -0.73
C 0.635 0.421 -0.491 -0.24
C 1.640 -0.450 0.286 -0.27
C 1.916 -0.458 1.727 -0.39
C 0.727 -1.140 1.311 0.08
C -0.528 -1.124 0.923 -0.29
C -0.716 -0.393 -0.383 0.13
C -1.147 -1.211 -1.613 -0.64
N -1.824 0.647 -0.131 -0.71
H 0.620 2.105 1.172 0.25
H -0.207 2.561 -0.417 0.22
H 1.641 2.229 -0.169 0.29
H 0.854 0.429 -1.632 0.25
H 2.183 -1.298 -0.280 0.25
H 1.685 0.333 2.362 0.25
H 2.769 -1.118 1.986 0.27
H -1.343 -1.714 1.402 0.24
H -1.331 -0.544 -2.438 0.22
H -1.851 -1.932 -1.382 0.24
H -0.312 -1.728 -1.969 0.25
H -1.300 1.328 0.552 0.49
H -2.682 0.188 0.145 0.44
H -1.999 1.028 -1.015 0.42

Stability order, top to bottom: run a, run b